Here is a cluster of 2 separate species, C5H10OS in total at a distorted geometry from the Open Molecules 2025 dataset. Energies are from ωB97M-V/def2-TZVPD.

Each line ends with the Löwdin charge.
Positions of all 17 atoms, in Å:
C  -1.0456  1.6490  0.0950  0.001
C  0.9263  -0.5624  2.8990  0.082
C  -0.6944  0.3696  -0.1213  -0.495
C  -1.7366  -0.7062  -0.4728  -0.120
C  1.7779  0.6125  -1.2866  -0.173
O  0.7737  -1.7674  -0.7576  -0.542
S  0.9642  -0.5165  0.0251  0.874
H  -0.2908  2.3938  0.0990  0.037
H  -2.1194  2.0166  0.1451  0.093
H  1.7205  -1.3685  2.8665  -0.076
H  0.0075  -1.1219  2.5611  -0.090
H  -1.6697  -1.5944  0.2265  0.080
H  -2.7821  -0.3767  -0.3415  0.081
H  -1.3136  -1.1068  -1.4646  0.099
H  2.1533  1.4654  -0.7344  0.046
H  2.4139  -0.1383  -1.8012  0.058
H  0.9149  0.7522  -1.9371  0.043

Values from the calculation:
**LUMO energy (alpha / beta)**: -0.7 / -0.7 eV
**Total charge**: 0

=====

Here is an isolated molecule of C5H10OS at a distorted geometry from the Open Molecules 2025 dataset. Energies are from ωB97M-V/def2-TZVPD.

Each line ends with the Löwdin charge.
Positions of all 17 atoms, in Å:
C  -1.0506  -2.3502  -0.1005  -0.099
O  0.0213  -2.1034  0.8251  -0.147
C  0.4179  -0.8100  1.1613  -0.176
C  0.6859  0.2870  0.4597  -0.568
C  0.9539  1.6138  1.1828  -0.189
S  0.4036  0.7295  -1.3331  0.745
C  -1.2969  1.6291  -0.7391  -0.321
H  -1.7947  -1.6073  -0.0218  0.052
H  -0.6820  -2.6197  -1.1703  0.112
H  -1.5747  -3.3138  -0.0510  0.076
H  0.4332  -0.8797  2.2430  0.127
H  1.3148  1.5693  2.3171  0.117
H  0.0687  2.3073  0.8360  0.013
H  1.8493  2.2428  0.7830  0.089
H  -2.1645  0.6816  -0.6608  0.098
H  -0.9619  2.2807  0.3292  0.069
H  -1.3779  2.2750  -1.6622  0.002

Values from the calculation:
**LUMO energy**: 0.7 eV
**SMILES string**: CO/C=C(/C)SC
**Total charge**: 0

=====

Here is an isolated molecule of C5H10OS at a distorted geometry from the Open Molecules 2025 dataset. Energies are from ωB97M-V/def2-TZVPD.

Each line ends with the Löwdin charge.
Positions of all 17 atoms, in Å:
C  -0.2929  1.6851  1.1241  0.004
C  -0.6339  0.7000  0.3759  -0.459
C  -2.0176  0.0367  0.3903  -0.100
S  0.2765  -0.3586  -0.7581  0.744
C  0.6378  -2.1101  -0.8286  -0.208
C  1.9751  0.3129  -0.4927  -0.168
O  -0.2859  0.0813  -2.0432  -0.383
H  0.8050  1.9180  1.3576  0.091
H  -0.9883  2.3014  1.6884  0.079
H  -1.9370  -0.8553  -0.2268  0.041
H  -2.2966  -0.1429  1.4992  0.114
H  -2.9529  0.5272  0.1416  0.076
H  -0.3469  -2.6621  -1.0122  0.016
H  1.2219  -2.5305  -0.0453  -0.029
H  2.7337  -0.4218  -0.7857  0.061
H  1.9936  1.2646  -0.9831  0.061
H  2.1084  0.2542  0.5986  0.059

Values from the calculation:
**LUMO energy**: 0.7 eV
**SMILES string**: C=C(C)[S@](=C)(C)=O
**Total charge**: 0

=====

Here is the ion C5H10OS with charge +1 at a distorted geometry from the Open Molecules 2025 dataset. Energies are from ωB97M-V/def2-TZVPD.

Each line ends with the Löwdin charge.
Positions of all 17 atoms, in Å:
O  -1.4661  1.5314  -3.4836  0.099
C  -1.4128  1.2886  -2.3213  -0.270
C  -0.1978  0.6604  -1.6314  -0.134
C  -0.5309  -0.1483  -0.3424  -0.223
C  -0.0325  0.4574  0.9922  -0.397
S  1.6819  -0.0097  1.2417  1.180
C  1.4360  -1.5646  2.1206  -0.276
H  -2.2145  1.6910  -1.6697  0.132
H  0.2830  -0.0121  -2.3360  0.124
H  0.3960  1.5577  -1.4098  0.128
H  0.0447  -1.0568  -0.5406  0.091
H  -1.5757  -0.4483  -0.2973  0.130
H  -0.5395  0.1073  1.8848  0.091
H  -0.0552  1.5482  0.8728  0.104
H  2.2915  -2.0333  2.6113  0.075
H  1.0892  -2.2325  1.3287  0.074
H  0.8026  -1.3364  2.9797  0.072

Values from the calculation:
**Multiplicity**: 2
**⟨S²⟩**: 0.75
**LUMO energy (alpha / beta)**: -3.4 / -8.6 eV
**Total charge**: +1

=====

Here is a structure of composition C5H10OS2 at a distorted geometry from the Open Molecules 2025 dataset. Energies are from ωB97M-V/def2-TZVPD.

Each line ends with the Löwdin charge.
Positions of all 18 atoms, in Å:
C  -2.6981  -0.0624  0.6286  -0.473
C  -0.2200  -0.8206  -0.3329  -0.434
C  1.2847  -0.6679  -0.9478  -0.446
C  0.7255  0.4427  -0.1006  -0.851
C  1.4983  0.7356  1.1446  -0.091
H  -2.4839  1.1220  1.2802  0.164
H  -2.8245  -0.8108  1.4189  0.016
H  -3.7448  -0.0569  0.2875  -0.003
H  -0.2211  -1.7127  0.3407  0.105
H  1.5601  -0.3443  -2.0460  0.150
H  2.6202  -2.0591  -1.5732  0.314
H  0.9204  1.5665  1.8813  0.150
H  2.2805  1.4249  0.6625  0.096
H  1.9023  -0.1573  1.4464  0.037
H  -1.1689  1.4764  -1.6665  -0.083
O  2.3670  -1.3611  -0.4494  -0.110
S  -1.9536  -0.5784  -0.9245  0.761
S  0.1558  1.8634  -1.0500  0.697

Values from the calculation:
**LUMO energy**: -0.3 eV
**Total charge**: 0

=====

Here is an isolated molecule of C5H10P2 at a distorted geometry from the Open Molecules 2025 dataset. Energies are from ωB97M-V/def2-TZVPD.

Each line ends with the Löwdin charge.
Positions of all 17 atoms, in Å:
P  -3.4317  -0.9909  0.0340  0.754
C  -1.8890  -0.1333  -0.6054  -0.440
C  -1.1746  0.6910  0.1284  -0.240
C  0.1350  1.4872  -0.1516  -0.109
C  1.3382  1.0755  0.1264  -0.250
C  1.3743  -0.2995  0.6942  -0.500
P  2.6756  -1.2192  -0.2782  0.769
H  -2.6791  -1.1381  1.2415  -0.105
H  -3.3679  -2.2440  -0.6854  -0.116
H  -1.5244  -0.5342  -1.5547  0.062
H  -1.5623  1.0611  1.0540  0.090
H  -0.0855  2.4658  -0.5056  0.087
H  2.2633  1.6192  0.1397  0.090
H  0.3519  -0.7349  0.7342  0.066
H  1.7816  -0.2107  1.7149  0.075
H  3.4605  -0.0481  -0.4832  -0.116
H  2.3342  -0.8469  -1.6031  -0.116

Values from the calculation:
**LUMO energy**: 0.9 eV
**SMILES string**: P/C=C/C=C\CP
**Total charge**: 0

=====

Here is an isolated molecule of C5H10S at a distorted geometry from the Open Molecules 2025 dataset. Energies are from ωB97M-V/def2-TZVPD.

Each line ends with the Löwdin charge.
Positions of all 16 atoms, in Å:
C  0.7831  1.6131  -0.0365  -0.105
C  0.6683  0.0247  0.1553  -0.881
C  1.7992  -0.8573  -0.0672  -0.119
C  -0.1907  -0.3207  1.1233  -0.440
C  -1.7117  0.0974  0.6195  -0.346
H  -0.0930  2.1724  0.4686  0.094
H  0.9445  1.7702  -1.1371  0.062
H  1.8395  2.0584  0.3907  0.116
H  1.5736  -1.9511  0.0876  0.091
H  2.6472  -0.8392  0.7744  0.124
H  2.4505  -0.7005  -0.9771  0.097
H  -0.4349  -1.5752  1.1868  0.165
H  0.0911  -0.0612  2.2469  0.141
H  -2.5210  -0.8134  0.7888  0.120
H  -2.0700  1.1115  0.4596  0.037
S  -0.7823  -0.2822  -0.9410  0.844

Values from the calculation:
**LUMO energy**: 0.9 eV
**Total charge**: 0

=====

Here is an isolated molecule of C5H10S at a distorted geometry from the Open Molecules 2025 dataset. Energies are from ωB97M-V/def2-TZVPD.

Each line ends with the Löwdin charge.
Positions of all 16 atoms, in Å:
C  0.0695  1.0280  -1.1529  -0.402
C  -0.7312  -1.4496  -2.4597  -0.373
C  0.3050  1.6044  0.1721  -0.290
C  0.5878  0.4935  1.4688  -0.263
C  0.1123  -0.8826  1.5126  -0.080
S  -0.5996  -0.5780  -0.9374  0.898
H  0.9915  0.7937  -1.6624  0.042
H  -1.7366  -1.9769  -2.6163  0.006
H  0.1041  -2.0809  -2.3783  -0.076
H  1.0779  2.4218  0.1385  0.107
H  -0.5979  2.1929  0.6049  0.110
H  1.6440  0.4284  1.2949  0.083
H  0.3620  1.1569  2.2985  0.096
H  0.4986  -1.7995  1.1141  0.027
H  -0.8861  -1.1760  1.8875  0.056
H  -1.9584  -0.2207  -0.6831  0.060

Values from the calculation:
**LUMO energy (alpha / beta)**: -0.7 / -0.7 eV
**Total charge**: 0

=====

| no. | electronic energy (eV) |
| --- | --- |
| 1 | -18222.80366 |
| 2 | -18224.86041 |
| 3 | -18224.75225 |
| 4 | -18220.18464 |
| 5 | -29058.96272 |
| 6 | -23921.19241 |
| 7 | -16178.52000 |
| 8 | -16174.65614 |